Formula: C19H23N4O5
Source: the Open Molecules 2025 dataset
Level of theory: the ωB97M-V functional and the def2-TZVPD basis

Each line ends with the Löwdin charge.
Atoms and positions in Å:
C (-3.319, -1.214, -3.478)  -0.037
N (-2.360, -0.582, -2.501)  0.063
C (-2.174, 0.692, -2.089)  -0.424
O (-2.671, 1.706, -2.658)  -0.015
C (-1.228, 0.830, -0.877)  -0.179
C (-2.100, 0.910, 0.336)  -0.079
C (-1.321, 0.910, 1.696)  -0.136
C (-0.999, -0.131, 2.491)  -0.036
N (-0.220, 0.300, 3.614)  0.090
C (-0.269, 1.714, 3.666)  -0.192
C (0.165, 2.680, 4.581)  -0.042
C (0.068, 4.061, 4.423)  -0.082
C (-0.769, 4.509, 3.362)  -0.087
C (-1.276, 3.521, 2.482)  -0.026
C (-1.029, 2.103, 2.550)  -0.106
N (-0.399, -0.381, -0.580)  0.132
C (0.592, -0.729, -1.382)  -0.442
O (0.780, -0.241, -2.499)  0.057
C (1.685, -1.691, -0.815)  -0.092
C (1.698, -3.083, -1.592)  -0.128
C (0.358, -3.827, -1.624)  -0.106
C (-0.748, -3.340, -0.679)  -0.714
O (-0.477, -3.376, 0.529)  -0.050
O (-1.900, -2.923, -1.051)  -0.090
N (2.991, -0.937, -1.239)  0.113
C (3.624, -0.017, -0.511)  -0.612
C (4.638, 0.845, -1.304)  -0.014
O (3.397, 0.343, 0.579)  0.078
H (-3.658, -2.113, -3.011)  0.051
H (-4.315, -0.726, -3.676)  0.091
H (-2.855, -1.501, -4.414)  0.068
H (-1.768, -1.264, -2.104)  0.051
H (-0.473, 1.672, -0.897)  0.183
H (-2.565, 1.899, 0.311)  0.116
H (-2.731, -0.033, 0.542)  0.167
H (-0.938, -1.133, 2.121)  0.110
H (0.015, -0.215, 4.424)  0.123
H (0.705, 2.366, 5.381)  0.065
H (0.554, 4.661, 5.124)  0.072
H (-1.066, 5.496, 3.134)  0.072
H (-1.894, 3.835, 1.638)  0.096
H (-0.440, -0.727, 0.310)  0.060
H (1.716, -1.764, 0.241)  0.124
H (2.120, -2.909, -2.605)  0.112
H (2.484, -3.642, -1.152)  0.087
H (0.646, -4.784, -1.232)  0.101
H (0.057, -3.810, -2.654)  0.100
H (3.250, -1.071, -2.134)  0.073
H (5.136, 1.638, -0.682)  0.093
H (4.003, 1.238, -2.094)  0.065
H (5.281, 0.235, -1.999)  0.077

## Properties
Lowest unoccupied orbital energy: 2.925 eV
HOMO: -5.13 eV
Relative energy (zero: lowest compared OMol25 entry of this formula, charge and spin): 3.2777 eV
F_max: 0.0999 Eh/bohr
SMILES: CNC(=O)[C@@H](Cc1c[nH]c2ccccc12)NC(=O)[C@@H](CCC(=O)[O-])NC(C)=O
HOMO-LUMO gap: 8.1 eV
Net charge: -1